Record 1
Molecular formula: C17H19BiCl2IN2O
Method: DFT, the ωB97M-V functional and the def2-TZVPD basis

Output
HOMO-LUMO gap = 6.63 eV
E_HOMO = -10.990 eV
Lowest unoccupied orbital energy = -4.36 eV

Structure (ORCA input):
```
! wB97M-V def2-TZVPD RIJCOSX def2/J DEFGRID3
* xyz 1 1
Bi -0.149 0.141 0.255
C -3.979 0.829 0.159
C -3.041 0.367 1.245
C -2.735 -0.992 1.396
C -1.911 -1.444 2.436
C -1.632 -2.914 2.610
C -1.366 -0.503 3.308
C -1.623 0.861 3.166
C -1.017 1.863 4.112
C -2.458 1.277 2.126
H -3.448 0.996 -0.783
H -4.463 1.764 0.435
H -4.749 0.084 -0.034
H -3.209 -1.716 0.740
H -0.742 -3.214 2.052
H -2.463 -3.519 2.251
H -1.456 -3.157 3.657
H -0.745 -0.841 4.130
H -0.047 2.208 3.749
H -0.859 1.427 5.097
H -1.656 2.738 4.222
H -2.698 2.331 2.029
N 2.480 -1.640 -1.376
C 2.891 -1.156 -0.203
O 2.127 -0.583 0.599
C 4.337 -1.320 0.140
I 5.428 0.337 -0.629
H 1.544 -1.446 -1.712
H 3.140 -2.038 -2.023
H 4.773 -2.211 -0.302
H 4.466 -1.313 1.216
Cl -0.570 -1.302 -4.336
C 0.468 0.040 -3.989
C 1.196 0.609 -5.016
C 2.041 1.680 -4.763
C 2.172 2.172 -3.476
C 1.451 1.571 -2.462
Cl 1.661 2.204 -0.836
C 0.551 0.506 -2.665
N -0.239 -0.039 -1.677
H 1.093 0.212 -6.016
H 2.604 2.129 -5.570
H 2.830 3.002 -3.260
*
```

=====

Record 2
Molecular formula: C17H19Cl4O14V
Method: DFT, the ωB97M-V functional and the def2-TZVPD basis

Output
HOMO-LUMO gap (alpha / beta) = 6.62 / 6.51 eV
E_HOMO (alpha / beta) = -9.196 / -9.196 eV
Lowest unoccupied orbital energy (alpha / beta) = -2.57 / -2.68 eV

Structure (ORCA input):
```
! wB97M-V def2-TZVPD RIJCOSX def2/J DEFGRID3
* xyz 0 3
O 2.259 -1.867 -2.650
V 2.639 -0.933 -3.859
Cl 1.576 1.603 -2.218
O 0.828 1.123 -3.428
O 2.940 1.139 -2.325
O 1.537 3.066 -2.039
O 0.995 0.955 -1.108
C 3.001 -1.172 1.158
C 2.855 -0.866 2.510
C 3.201 -1.683 3.640
O 3.293 -1.326 4.836
C 3.612 -2.967 3.154
C 3.693 -3.421 1.815
C 3.568 -2.420 0.744
O 3.783 -2.678 -0.452
O 4.371 -4.562 1.432
O 2.429 0.323 2.878
H 2.688 -0.411 0.458
H 3.857 -3.719 3.890
H 4.660 -4.602 0.518
H 2.487 0.338 3.836
C -2.797 -1.694 -3.610
C -4.036 -1.479 -4.154
C -4.257 -1.033 -5.563
O -5.337 -0.885 -6.056
C -3.006 -0.779 -6.307
C -1.765 -0.937 -5.692
C -1.518 -1.441 -4.264
O -0.473 -1.536 -3.665
O -0.715 -0.686 -6.514
O -5.052 -1.731 -3.373
H -2.685 -1.983 -2.575
H -2.976 -0.512 -7.353
H 0.117 -0.632 -6.036
H -5.889 -1.501 -3.784
C -1.518 -1.506 0.464
Cl -0.947 -0.638 1.878
Cl -3.294 -1.222 0.295
Cl -1.159 -3.227 0.291
H -1.053 -0.985 -0.372
C -2.119 3.935 5.344
C -1.583 3.185 4.164
O -0.263 3.619 4.052
C 0.538 2.813 3.103
C 0.044 2.947 1.682
H -2.241 5.017 5.287
H -3.054 3.596 5.791
H -1.448 3.940 6.203
H -1.546 2.123 4.405
H -2.277 3.266 3.327
H 1.572 3.157 3.077
H 0.473 1.773 3.422
H -0.206 3.954 1.348
H -0.753 2.306 1.305
H 0.954 2.855 1.088
*
```

=====

Record 3
Molecular formula: C17H19F3N2O9
Method: DFT, the ωB97M-V functional and the def2-TZVPD basis

Output
ΔE to the lowest compared entry with this formula, charge and spin = 1106.89 kJ/mol
HOMO-LUMO gap = 6.11 eV
E_HOMO = -5.690 eV
Lowest unoccupied orbital energy = 0.42 eV

Structure (ORCA input):
```
! wB97M-V def2-TZVPD RIJCOSX def2/J DEFGRID3
* xyz 0 1
C 26.831 29.149 -2.526
C 25.867 27.974 -2.470
O 25.821 27.561 -1.110
C 26.918 28.080 -0.481
O 27.238 27.938 0.684
O 27.600 28.881 -1.344
F 26.435 26.914 -3.171
H 26.393 30.142 -2.421
H 27.399 29.221 -3.453
H 24.871 28.179 -2.861
C 22.269 22.818 -0.869
C 23.789 22.723 -1.139
O 24.221 22.041 -0.047
C 23.201 21.312 0.546
O 23.247 20.396 1.354
O 22.107 21.745 -0.011
F 24.337 23.985 -1.161
H 21.688 22.827 -1.791
H 22.038 23.682 -0.245
H 24.023 22.272 -2.104
C 24.060 24.195 8.151
C 24.009 25.729 8.234
O 24.274 26.259 6.935
C 24.539 25.270 6.130
O 24.956 25.401 5.000
O 24.262 24.069 6.756
F 24.992 26.186 9.098
H 23.091 23.788 8.439
H 24.916 23.707 8.618
H 23.070 26.191 8.540
N 25.176 25.250 3.181
C 24.935 24.443 2.109
C 24.917 25.151 0.878
C 25.332 26.495 1.131
C 25.316 26.493 2.577
H 25.237 24.995 4.156
H 24.850 23.377 2.259
H 24.848 24.688 -0.095
H 25.641 27.352 0.550
H 25.552 27.337 3.207
N 28.092 29.552 3.528
C 28.253 28.810 4.657
C 27.931 27.463 4.291
C 27.717 27.395 2.890
C 27.794 28.729 2.457
H 28.133 30.561 3.525
H 28.338 29.305 5.614
H 27.987 26.697 5.050
H 27.538 26.552 2.238
H 27.678 29.228 1.506
*
```

=====

Record 4
Molecular formula: C17H19N
Method: DFT, the ωB97M-V functional and the def2-TZVPD basis

Output
SMILES = Cc1c[nH]c2ccccc12.CCc1ccccc1
ΔE to the lowest compared entry with this formula, charge and spin = 143.69 kJ/mol
HOMO-LUMO gap = 8.76 eV
E_HOMO = -7.824 eV
Lowest unoccupied orbital energy = 0.93 eV

Structure (ORCA input):
```
! wB97M-V def2-TZVPD RIJCOSX def2/J DEFGRID3
* xyz 0 1
C 0.459 -1.045 3.242
C 0.187 -2.322 2.493
C -0.262 -3.532 2.874
N -0.384 -4.446 1.855
C 0.102 -3.821 0.702
C 0.081 -4.253 -0.630
C 0.270 -3.327 -1.633
C 0.485 -1.985 -1.273
C 0.688 -1.558 0.001
C 0.378 -2.441 1.049
H 1.186 -0.431 2.711
H 0.916 -1.241 4.211
H -0.497 -0.521 3.323
H -0.517 -3.766 3.895
H -0.277 -5.428 2.028
H 0.042 -5.335 -0.754
H 0.176 -3.566 -2.681
H 0.580 -1.367 -2.165
H 0.916 -0.550 0.327
C -2.157 3.859 -2.304
C -1.958 2.479 -1.484
C -0.575 2.471 -0.943
C -0.230 2.914 0.357
C 1.105 2.841 0.779
C 2.076 2.500 -0.125
C 1.743 2.239 -1.440
C 0.436 2.226 -1.902
H -1.228 4.295 -2.666
H -2.505 4.509 -1.505
H -2.803 3.643 -3.152
H -2.810 2.565 -0.824
H -2.066 1.688 -2.226
H -0.930 3.387 1.028
H 1.351 2.997 1.825
H 3.144 2.431 0.061
H 2.518 1.837 -2.084
H 0.363 2.054 -2.970
*
```

=====

Record 5
Molecular formula: C17H19N3O
Method: DFT, the ωB97M-V functional and the def2-TZVPD basis

Output
SMILES = CCOc1ccc(CNc2nc3ccccc3n2C)cc1
ΔE to the lowest compared entry with this formula, charge and spin = 11.86 kJ/mol
HOMO-LUMO gap = 8.32 eV
E_HOMO = -7.688 eV
Lowest unoccupied orbital energy = 0.64 eV

Structure (ORCA input):
```
! wB97M-V def2-TZVPD RIJCOSX def2/J DEFGRID3
* xyz 0 1
C -5.811 -1.153 0.344
C -4.684 -1.834 -0.428
O -3.904 -0.920 -1.171
C -2.983 -0.142 -0.536
C -2.644 -0.213 0.810
C -1.670 0.625 1.325
C -1.025 1.553 0.527
C 0.035 2.466 1.084
N 1.244 2.371 0.282
C 1.893 1.171 0.268
N 1.450 0.069 0.804
C 2.381 -0.889 0.484
C 2.417 -2.241 0.794
C 3.496 -2.977 0.345
C 4.521 -2.394 -0.395
C 4.505 -1.047 -0.715
C 3.426 -0.307 -0.271
N 3.087 1.025 -0.400
C 3.801 2.046 -1.110
C -1.366 1.622 -0.819
C -2.328 0.788 -1.346
H -5.413 -0.455 1.077
H -6.411 -1.901 0.856
H -6.446 -0.600 -0.344
H -5.106 -2.505 -1.182
H -4.053 -2.427 0.245
H -3.116 -0.924 1.470
H -1.406 0.544 2.369
H -0.305 3.506 1.037
H 0.230 2.201 2.131
H 1.842 3.184 0.298
H 1.621 -2.690 1.367
H 3.550 -4.032 0.571
H 5.348 -3.004 -0.726
H 5.307 -0.603 -1.287
H 4.573 1.580 -1.718
H 3.121 2.596 -1.765
H 4.279 2.750 -0.420
H -0.865 2.333 -1.459
H -2.593 0.831 -2.391
*
```

=====

Record 6
Molecular formula: C17H19N3O3S
Method: DFT, the ωB97M-V functional and the def2-TZVPD basis

Output
SMILES = O=C(CCC1CCCC1)Nc1nnc(-c2ccc3c(c2)OCO3)s1
ΔE to the lowest compared entry with this formula, charge and spin = 152.16 kJ/mol
HOMO-LUMO gap = 8.34 eV
E_HOMO = -7.869 eV
Lowest unoccupied orbital energy = 0.47 eV

Structure (ORCA input):
```
! wB97M-V def2-TZVPD RIJCOSX def2/J DEFGRID3
* xyz 0 1
O -0.931 1.627 -2.682
C 0.229 1.555 -3.020
C 0.847 2.355 -4.140
C 2.117 3.128 -3.763
C 1.863 4.357 -2.886
C 3.175 5.101 -2.612
C 3.824 4.345 -1.444
C 2.674 3.619 -0.721
C 1.399 4.026 -1.466
N 1.091 0.675 -2.413
C 0.720 -0.106 -1.355
N 1.537 -0.907 -0.749
N 0.971 -1.560 0.251
C -0.277 -1.281 0.439
C -1.091 -1.878 1.471
C -2.433 -1.532 1.610
C -3.235 -2.097 2.594
C -2.647 -3.016 3.430
C -1.299 -3.369 3.297
C -0.499 -2.819 2.332
O -0.981 -4.297 4.252
C -2.163 -4.520 4.988
O -3.199 -3.713 4.466
S -0.897 -0.087 -0.708
H 0.087 3.046 -4.508
H 1.083 1.652 -4.944
H 2.833 2.472 -3.267
H 2.580 3.469 -4.692
H 1.140 5.001 -3.395
H 2.950 6.126 -2.313
H 3.823 5.141 -3.487
H 4.559 3.630 -1.813
H 4.346 5.031 -0.779
H 2.814 2.537 -0.760
H 2.620 3.897 0.331
H 0.984 4.931 -1.018
H 0.629 3.261 -1.429
H 2.051 0.588 -2.714
H -2.864 -0.806 0.936
H -4.273 -1.830 2.701
H 0.538 -3.081 2.218
H -2.451 -5.581 4.914
H -1.995 -4.263 6.046
*
```

=====

Ordered DFT total energy results: -61944.507; -122365.296; -47485.705; -19426.414; -24455.582; -39385.212; unit eV.